Entry 1:
Entry from the OMol25 dataset: a molecular structure, C46H90F3MgO26 (wB97M-V/def2-TZVPD).

Total energy: -4261.9876 hartree
Total charge: +1
Highest occupied orbital energy: -0.391 Ha
Frontier orbital gap: 3.288 eV

Atoms and positions in Å:
Mg 5.8104 0.9725 2.1752
F 0.0520 1.1119 1.3634
F -0.8600 -0.7350 0.7095
F -0.1139 -0.5834 2.6870
O -2.2428 -0.6750 -9.2470
O -2.1973 0.0594 10.0620
O 7.0598 -3.7168 5.3556
O -2.2818 4.2723 -3.2972
O 4.0290 4.3425 6.3618
O -7.8616 3.2553 4.3580
O -4.4549 3.9524 -3.4448
O 4.7323 3.4586 0.4200
O -3.6312 4.8729 -1.4995
O 9.1240 -2.8081 5.3214
O 7.3484 -1.6332 4.3748
O 0.5296 -7.4244 -7.3228
O -6.7331 1.9599 5.8227
O -6.0030 2.0528 3.8638
O -1.8018 1.2310 -10.4007
O 1.8112 -0.3609 -0.3346
O -1.0235 6.8173 5.9143
O 4.8539 2.5674 5.2131
O -1.2385 -6.9957 2.4404
O 3.3359 5.2580 -0.0941
O -1.7311 -0.8801 -11.3353
O 4.0777 -0.2308 -7.9562
O -4.7989 -1.7830 -2.9202
O 2.7597 -0.5424 1.7029
O 3.6646 2.3719 7.2362
O 4.4917 4.3711 -1.6941
C -5.9240 2.1451 2.4922
C 3.4984 5.0150 7.4877
C 5.2043 -1.0624 -7.6095
C 4.3803 -1.7143 -9.7814
C 0.0964 -6.2796 -5.3503
C -0.3800 -6.3653 -7.6830
C 5.5204 3.6261 -2.3220
C -0.3293 -6.1355 0.4809
C -0.2896 -5.3537 -6.4800
C 1.5717 -0.7691 0.9755
C 9.6089 -3.8304 6.2112
C -1.1662 8.1042 5.3553
C 3.4159 -0.7852 -9.1194
C 1.4115 -0.5079 -2.7093
C -6.0066 -1.8464 -3.6577
C 4.2522 3.0300 6.1871
C 3.7178 0.9675 7.3795
C 1.1321 -7.2548 -6.0399
C -5.7982 4.3316 -3.2884
C 5.6772 -1.4866 -8.9745
C -3.4712 4.3704 -2.6187
C -2.3037 6.7067 3.9281
C -1.9324 0.0246 -10.3589
C -1.5436 1.1829 10.6951
C -7.5582 2.3218 6.8929
C -5.6865 -3.8034 -2.4214
C 1.4356 -1.3035 -1.3665
C -2.0399 1.5782 8.3512
C -1.3223 -0.4201 -12.5772
C -2.4105 8.0384 4.5468
C -4.6899 -2.8329 -1.9505
C -1.8065 5.8922 5.1552
C -0.6789 -5.8173 1.9470
C 3.1101 5.5285 1.2889
C -1.0840 -7.3950 0.2118
C 0.1651 -0.2632 1.4324
C -1.0743 4.6603 -2.6213
C -0.9858 1.8772 9.4467
C -1.0349 -8.0669 1.5591
C 7.7732 -2.6693 4.9471
C -2.4173 0.1823 8.6818
C 4.2977 4.3083 -0.4018
C -5.9658 -3.3416 -3.8232
C 5.6852 -3.8550 4.9719
C -1.9794 -0.1016 -7.9741
C -6.9385 2.5263 4.6494
H 2.4065 -0.2911 -3.0981
H 0.5377 -4.6497 -6.5700
H -2.1196 -7.2308 -0.0863
H -2.7002 5.5988 5.7059
H 3.1951 4.3442 8.2915
H -6.1194 3.7938 -2.3964
H -5.1290 1.5157 2.0922
H -0.2349 -0.4201 -12.6528
H -8.5954 2.0230 6.7416
H 5.1818 2.6231 -2.5818
H -5.9706 5.4029 -3.1856
H -3.2172 6.3346 3.4642
H 3.2110 0.0521 -9.7866
H -3.7551 -3.3930 -1.9264
H 2.1067 -6.7866 -6.1777
H 0.4007 -1.6422 -1.3165
H -6.5610 -3.6510 -1.7887
H 4.9980 -3.1791 5.4809
H -3.4619 0.0294 8.4107
H -0.9116 0.0920 -7.8715
H 4.6893 0.5547 7.1079
H 6.0030 4.1113 -3.1705
H 0.5883 -5.8059 -4.5007
H -6.9286 -3.5958 -4.2663
H -1.6634 -1.0707 -13.3825
H 5.4276 -4.8907 5.1934
H -0.3004 8.2584 4.7115
H -1.4643 6.8104 3.2405
H -0.0387 -5.7966 -8.5480
H -0.8338 2.9426 9.6198
H 5.5526 -3.6430 3.9110
H -1.6123 1.5803 7.3486
H 4.3032 5.6117 7.9172
H -5.6904 3.1769 2.2294
H -1.3975 -5.0043 2.0520
H 6.3430 3.4742 -1.6233
H -2.9283 2.2072 8.4080
H -1.2337 -4.8691 -6.2311
H -7.1888 1.7812 7.7644
H -0.1119 -8.5788 1.8315
H -5.2419 -3.5598 -4.6084
H -6.0494 -1.2889 -4.5933
H -0.5021 5.3066 -3.2869
H 1.5268 -1.8568 0.9198
H -1.2514 5.0417 4.7595
H -2.4025 8.8915 3.8684
H 2.0378 -2.2031 -1.4939
H 5.9741 -0.4957 -7.0857
H 0.9189 -1.0831 -3.4932
H 6.2374 -2.4202 -8.9237
H 2.5268 -1.3560 -8.8516
H -0.8327 0.8824 11.4648
H 0.1941 -5.5643 2.5486
H -0.5034 -7.9604 -0.5170
H -4.9575 -2.5269 -0.9391
H 2.7520 4.6049 1.7437
H -1.7678 0.5664 -12.7052
H -2.3560 1.7177 11.1870
H -6.7264 -1.3808 -2.9845
H -2.2427 -0.7581 -7.1448
H 3.5467 0.6399 8.4049
H -3.3320 8.1109 5.1245
H -0.7328 -6.9077 -5.0247
H 4.0387 -2.7194 -9.5339
H 4.0308 5.9797 1.6587
H 4.4453 -1.6426 -10.8671
H -0.5095 3.7306 -2.5510
H 1.2730 -8.2064 -5.5274
H -0.0299 1.4203 9.1904
H 9.5906 -4.7466 5.6209
H -0.5183 -5.3493 -0.2501
H 2.8997 0.5110 6.8223
H -7.6478 3.3923 7.0771
H -1.1886 8.9410 6.0534
H -1.7829 -0.5114 8.1301
H 10.5557 -3.6403 6.7167
H -6.3344 3.9602 -4.1617
H 6.2743 -0.6655 -9.3711
H -1.8069 -8.8324 1.6385
H -1.3892 -6.7676 -7.7709
H -5.3487 -4.8395 -2.4424
H 0.7314 -6.3756 0.4075
H 0.8216 0.4087 -2.6988
H 5.0474 -1.8691 -6.8934
H 2.7573 5.7520 7.1782
H 8.8052 -3.9657 6.9349
H 2.3262 6.2685 1.4505
H -2.4989 0.8438 -7.8181
H -1.1609 5.1231 -1.6383
H -6.8168 1.8650 1.9332



Entry 2:
Entry from the OMol25 dataset: a molecular structure, C46H95BBr32NO4 (wB97M-V/def2-TZVPD).

Total energy: -84558.8174 hartree
Total charge: -1
Highest occupied orbital energy: -0.155 Ha
Frontier orbital gap: 5.515 eV

Atoms and positions in Å:
Br -2.2068 -5.6951 1.4974
Br 2.1779 5.0872 -3.9246
Br 6.4898 0.9196 -5.3311
Br 4.7667 3.3789 -1.9300
Br 6.8184 -1.6674 1.6795
Br 10.2102 -1.9660 7.3470
Br 5.2122 -4.5499 3.3359
Br 9.9948 -0.1892 0.9197
Br -8.3760 -1.7536 -4.4764
Br -12.2628 -7.1897 -3.7297
Br -11.8273 -6.2012 -0.2026
Br -8.1325 1.2326 -0.1536
Br 7.6622 -0.1796 5.3244
Br -7.0756 1.1266 -5.8740
Br 7.8435 -2.8418 -2.9631
Br 3.9667 2.4913 4.3922
Br -1.6129 4.6585 -0.9528
Br -11.2071 6.1923 2.1685
Br 14.6283 -3.9039 5.0928
Br 1.0963 0.5173 5.6043
Br -0.7258 -5.8177 -1.8656
Br -10.6103 -2.1337 -1.5502
Br -10.7280 2.8480 -2.2181
Br 4.9171 -4.7543 -1.7876
Br 13.1340 -2.1111 1.1863
Br -0.6110 3.2794 2.5014
Br 12.1048 -1.2282 5.3218
Br -3.2953 5.8221 2.6362
Br 10.0739 0.3846 -6.0521
Br -6.6897 4.6674 -4.9249
Br -7.9692 4.4316 2.4268
Br -1.2061 8.2218 -0.0906
O 2.3275 0.0658 1.8899
O -1.4819 -2.4724 3.3247
O -1.4854 -1.8989 0.3319
O -1.1364 0.2038 -0.5069
N 1.2760 1.7034 -1.3623
C -3.1697 1.1149 -1.1325
C -4.5471 1.0271 -1.8881
C -9.8278 -3.4900 -2.7119
C -2.3766 -0.2373 -1.0567
C 7.9859 0.6692 -4.1115
C 13.7347 -1.4909 6.3486
C -0.7478 -0.3909 2.1170
C 1.0023 -0.9120 -0.0090
C 3.8257 1.3101 5.9369
C 9.2258 1.3685 -4.6003
C -4.6572 1.9801 2.4264
C -2.5185 -6.2906 -1.2865
C 4.2724 3.1334 -3.7993
C 9.6984 -2.1979 5.4759
C -3.0154 -5.3293 -0.2351
C 14.8534 -2.0090 5.4830
C -8.4181 -3.1349 -3.1048
C -0.7420 7.2721 -1.7276
C -13.5967 -6.6935 -2.3999
C 5.2047 -1.7394 2.7743
C -1.6384 5.6968 3.6527
C -8.9438 2.2273 -2.7087
C 5.3648 -2.6974 3.9239
C 10.5087 -1.8590 0.0639
C -7.2227 2.7310 -6.9661
C 1.5674 1.6346 0.0980
C 9.4048 -0.8698 4.7992
C -0.3379 -1.7119 2.8965
C -9.7705 3.7128 2.2616
C -3.3609 1.8394 0.2437
C -10.6107 4.5384 1.3244
C -1.3519 -2.0083 -2.6966
C -13.1077 -5.5696 -1.5257
C 11.2986 -2.7360 1.0006
C -4.7052 1.4795 0.9523
C -6.1924 3.7570 -6.5729
C -2.7414 -1.3267 0.0306
C 1.9887 0.1796 0.4811
C 6.8059 -5.2147 -1.7336
C -2.3481 -0.8179 -2.4933
C 3.9437 4.4496 -4.4520
C 7.6539 -4.0111 -1.4192
C 2.9882 0.0984 5.6262
C -0.5006 5.2001 2.7991
C -1.7795 6.2367 -2.0765
C -8.6020 0.9359 -2.0176
B -0.5502 -0.7432 0.5152
H -3.4690 -2.1172 -0.2921
H 0.9835 -0.8388 -1.1133
H 3.2197 -0.3436 4.6584
H 2.2121 0.9390 2.2976
H 2.9597 -0.0033 -0.0518
H -4.0018 2.8736 2.4457
H -5.5249 1.9809 0.4033
H 6.8962 -5.9604 -0.9449
H 8.1116 -0.4020 -3.9949
H -0.5053 -2.0250 -1.9944
H -11.5245 4.0080 1.0620
H 4.8499 1.0152 6.1656
H 0.5352 2.3839 -1.5068
H 2.3485 2.3969 0.3084
H 13.4834 -2.1580 7.1707
H -9.6398 2.7065 1.8670
H -6.1289 4.5428 -7.3242
H -3.2586 -0.9133 0.9294
H -9.8388 -4.4079 -2.1239
H -8.9784 2.0858 -3.7871
H 5.0634 -0.7218 3.1367
H -9.4151 0.2139 -2.0278
H -7.9196 -3.9932 -3.5524
H -7.0584 2.3955 -7.9891
H 10.8767 -2.7792 2.0018
H -2.0854 -0.0337 -3.2334
H -0.4653 5.6704 1.8185
H 9.5699 -2.3386 -0.2091
H -7.8234 -2.7678 -2.2719
H -10.1811 3.6553 3.2663
H 4.5624 -2.5616 4.6482
H -10.0852 4.8186 0.4160
H -8.2434 3.0908 -6.8661
H 3.4454 2.4271 -3.8196
H 9.0325 2.3721 -4.9693
H 10.5324 -2.7055 5.0229
H -2.5025 1.7149 0.9243
H -2.8011 -4.2876 -0.4702
H 14.9260 -1.4960 4.5279
H 8.6699 -4.3143 -1.1661
H 0.3568 -1.5374 3.7441
H 4.6506 5.2367 -4.2041
H -13.9288 -5.1485 -0.9477
H 7.0496 -5.6702 -2.6899
H 0.5933 1.8822 0.5809
H 1.3637 -1.9231 0.2910
H 13.9836 -0.5078 6.7467
H -1.9063 -2.9619 -2.5985
H 4.3835 -1.9987 2.1107
H -3.3581 -1.1930 -2.7711
H -1.5466 -3.2465 2.7497
H -2.7990 6.5973 -1.9664
H -10.4959 -3.6007 -3.5622
H 8.8298 -2.8557 5.4548
H 0.4515 5.3534 3.3065
H -13.8379 -7.5941 -1.8419
H 5.1448 2.6775 -4.2683
H -2.4835 -7.3209 -0.9424
H -12.6190 -4.7754 -2.0846
H 11.0534 -1.5976 -0.8393
H 3.4333 1.9072 6.7554
H 10.1233 -0.0940 5.0231
H -3.1342 -6.2320 -2.1834
H -0.1183 0.4463 2.4934
H -5.1230 1.9430 -1.6571
H -4.0870 -5.4515 -0.0803
H 0.2481 6.8489 -1.5778
H -1.8400 5.0569 4.5077
H -7.7163 0.4857 -2.4649
H 2.1031 1.9675 -1.8871
H -8.2535 3.0330 -2.4743
H 9.9746 1.4128 -3.8109
H -0.6923 8.0409 -2.4978
H 6.3220 -2.6046 4.4269
H -3.3940 2.9309 -0.0214
H -14.4679 -6.3807 -2.9735
H -4.9134 0.3934 0.8798
H 7.6537 1.0955 -3.1653
H -1.6328 5.8789 -3.0952
H -1.4419 6.7108 3.9995
H -5.6634 2.2039 2.8365
H 9.3432 -0.9995 3.7179
H -4.3355 1.0777 -2.9791
H -4.2155 1.2132 3.0924
H 7.2503 -3.3997 -0.6175
H -0.9237 -1.9159 -3.7188
H -2.5343 1.8047 -1.7314
H 0.2174 -2.3580 2.1800
H -5.2055 3.3307 -6.4135
H 3.1047 -0.6556 6.4044
H -5.0890 0.0894 -1.6686
H 3.8939 4.3373 -5.5342
H 15.8070 -1.9369 6.0044
H 11.3816 -3.7458 0.6010
H -1.7955 -0.1627 2.4093